No. 1
{"formula": "C2H7Cl3Si2", "method": "the ωB97M-V functional and the def2-TZVPD basis", "e_lumo_ev": [0.7, -2.9], "e_homo_ha": [-0.2506, -0.3820], "relative_energy_kcal_mol": 0.0, "spin_multiplicity": 3, "molar_mass_g_mol": 193.61, "energy_ha": -2039.9469, "species": ["C", "C", "Si", "Si", "Cl", "Cl", "Cl", "H", "H", "H", "H", "H", "H", "H"], "coordinates": [[0.16836, -0.84311, 1.14956], [0.23306, -0.06781, -0.17429], [-0.78840, 1.59346, -0.21604], [-3.72069, -0.13327, -0.10254], [-4.60053, 0.65980, 1.60416], [-4.11442, -2.12863, -0.29156], [-4.78874, 0.88558, -1.66068], [0.55189, -0.28503, 1.94265], [-0.85305, -1.16337, 1.24336], [0.74467, -1.68391, 1.08208], [-0.35333, -0.64446, -0.92034], [1.26429, 0.22619, -0.41205], [-0.82624, 2.06828, 1.25947], [-0.60187, 2.23744, -1.65187]], "forces_ev_per_angstrom": [[-1.438, 1.484, -1.942], [-1.224, 1.044, 0.119], [0.580, -0.683, -0.028], [-1.424, 0.697, -0.557], [0.396, -0.268, -0.208], [-0.102, -0.277, 0.055], [0.860, -0.587, 0.741], [0.131, 1.031, 1.551], [-0.499, -0.076, 0.805], [1.544, -2.392, -0.251], [1.182, 0.030, -0.187], [-0.298, -0.519, -0.573], [0.211, 0.512, -1.216], [0.082, 0.005, 1.692]]}

No. 2
{"formula": "C2H7ClNO2P", "method": "the ωB97M-V functional and the def2-TZVPD basis", "e_lumo_ev": 0.2, "e_homo_ha": -0.2841, "relative_energy_kcal_mol": 134.5, "molar_mass_g_mol": 143.51, "energy_ha": -1087.0389, "species": ["C", "C", "N", "O", "O", "P", "Cl", "H", "H", "H", "H", "H", "H", "H"], "coordinates": [[0.69719, 2.77959, -0.53902], [-1.21038, -1.72281, 0.22891], [3.25908, -1.65027, -0.59202], [0.60612, 1.47872, -0.01740], [-0.36351, -0.56000, 0.45899], [0.45288, 0.03749, -0.83078], [2.39815, -0.49210, 0.07367], [-0.21927, 3.08573, -1.19652], [1.64062, 2.91338, -0.98369], [0.42369, 3.38946, 0.38666], [-0.58774, -2.61529, 0.44166], [-1.81991, -1.82273, -0.66467], [-1.89571, -1.69591, 1.08824], [3.71135, -1.20746, -1.37802]], "forces_ev_per_angstrom": [[-3.871, 1.190, 1.214], [0.487, -0.713, 2.498], [0.598, -1.780, -0.542], [-0.485, -1.395, -0.882], [-1.031, -0.635, -1.977], [0.147, 1.219, 2.551], [-0.510, 1.402, 0.262], [1.802, -0.925, 0.433], [1.049, 0.801, -0.520], [1.302, -0.251, -1.259], [-0.346, 0.306, -0.690], [0.491, 0.520, -0.434], [-0.035, 0.055, -0.383], [0.403, 0.206, -0.270]]}

No. 3
{"formula": "C2H7ClNOP", "method": "the ωB97M-V functional and the def2-TZVPD basis", "e_lumo_ev": 0.4, "e_homo_ha": -0.3292, "relative_energy_kcal_mol": 50.6, "molar_mass_g_mol": 127.51, "smiles": "CN=[P@@](C)(O)Cl", "energy_ha": -1011.9280, "species": ["C", "C", "N", "O", "P", "Cl", "H", "H", "H", "H", "H", "H", "H"], "coordinates": [[-0.66123, -1.96572, -0.83009], [-0.33733, 2.18073, 0.18785], [-0.16987, -1.29635, 0.37440], [1.19079, 0.28881, 1.67254], [0.43069, 0.09936, 0.31422], [1.96137, 0.20783, -1.08883], [-1.17950, -1.30651, -1.49020], [-1.21254, -2.79552, -0.61689], [0.15076, -2.30050, -1.51378], [0.50120, 2.70462, -0.22227], [-1.24746, 2.30014, -0.44641], [-0.31551, 2.19947, 1.32741], [0.88862, -0.31634, 2.33205]], "forces_ev_per_angstrom": [[2.490, 1.708, -0.964], [0.562, -3.501, 1.203], [-1.101, -0.668, -0.841], [0.878, 1.590, 0.322], [0.089, 2.614, -0.959], [-0.212, 0.162, 0.118], [-1.043, 0.502, -0.289], [-1.706, -2.100, 0.791], [0.078, -0.001, 0.714], [0.458, 0.228, -0.170], [0.606, -0.264, 1.109], [-0.821, 0.677, -1.706], [-0.278, -0.948, 0.670]]}

No. 4
{"formula": "C2H7ClNPS", "method": "the ωB97M-V functional and the def2-TZVPD basis", "e_lumo_ev": 0.7, "e_homo_ha": -0.3322, "relative_energy_kcal_mol": 5.6, "molar_mass_g_mol": 143.58, "smiles": "CC[P@@](N)(=S)Cl", "energy_ha": -1334.9308, "species": ["C", "C", "N", "P", "S", "Cl", "H", "H", "H", "H", "H", "H", "H"], "coordinates": [[1.41979, 0.43431, -0.72387], [0.33226, -0.61506, -0.77904], [-0.64875, -0.22345, 1.64878], [-1.17053, 0.04374, 0.05329], [-1.71353, 1.88265, -0.07727], [-2.40315, -1.45737, -0.34950], [1.13526, 1.32478, -1.11667], [1.81617, 0.79747, 0.29984], [2.22733, 0.18429, -1.22520], [0.72551, -1.36929, -0.19254], [0.03916, -0.94633, -1.85024], [-0.43398, 0.65199, 2.07261], [-1.32554, -0.70775, 2.23979]], "forces_ev_per_angstrom": [[-1.640, 0.787, 4.025], [-1.158, 1.986, -2.331], [-0.866, -1.245, 0.116], [2.029, 0.338, 1.183], [-0.200, -0.136, -0.809], [-0.978, -0.569, 0.017], [-1.245, 2.716, -1.510], [-0.983, -1.264, -1.055], [3.972, -1.693, -2.470], [-0.060, -2.231, 1.007], [0.791, 0.549, 1.722], [0.077, 0.706, 0.325], [0.258, 0.055, -0.219]]}

No. 5
{"formula": "C2H7ClO2Si", "method": "the ωB97M-V functional and the def2-TZVPD basis", "e_lumo_ev": [0.3, -0.3], "e_homo_ha": [-0.3210, -0.2294], "relative_energy_kcal_mol": 105.1, "molar_mass_g_mol": 126.61, "energy_ha": -980.5125, "species": ["C", "C", "O", "O", "Si", "Cl", "H", "H", "H", "H", "H", "H", "H"], "coordinates": [[-2.37303, -0.37886, 0.62517], [3.75289, 0.74735, -1.27606], [0.19330, 1.07990, 1.19024], [-0.83904, 1.86030, -0.97728], [-1.24058, 1.15118, 0.43542], [2.96076, 0.45309, 0.17640], [-1.86537, -1.30002, 0.59417], [-3.16381, -0.21089, 1.41166], [-3.12178, -0.42442, -0.26015], [4.20907, 1.66853, -1.52036], [3.78566, -0.02797, -2.05663], [1.10099, 1.21858, 0.84687], [-1.36533, 1.81727, -1.74136]], "forces_ev_per_angstrom": [[-2.537, 1.580, -1.799], [0.048, -1.210, -1.266], [0.871, -0.570, 0.536], [1.084, -0.290, 0.214], [-0.917, 0.927, 1.383], [0.461, -0.131, -0.034], [0.513, -1.331, 0.571], [1.511, -0.408, -0.147], [1.415, 0.244, 0.785], [0.171, 0.930, 0.385], [-0.258, 0.251, 0.824], [-1.250, 0.038, -0.029], [-1.112, -0.030, -1.424]]}

No. 6
{"formula": "C2H7FNO", "method": "the ωB97M-V functional and the def2-TZVPD basis", "charge": 1, "e_lumo_ev": [-6.9, -6.9], "e_homo_ha": [-0.5379, -0.5374], "relative_energy_kcal_mol": 147.6, "molar_mass_g_mol": 80.08, "energy_ha": -309.7194, "species": ["C", "C", "N", "O", "F", "H", "H", "H", "H", "H", "H", "H"], "coordinates": [[0.55156, -1.40152, -0.79782], [-0.29064, 0.16096, 0.81603], [0.03483, -0.01811, -0.55957], [-0.94927, 2.45343, 0.64398], [-0.58875, 3.05393, 1.76235], [1.44028, -1.57845, -0.19313], [-0.20803, -2.13303, -0.52697], [0.80785, -1.52815, -1.84922], [0.51044, 0.34115, 1.51830], [-1.25527, -0.16555, 1.17424], [0.74971, 0.67185, -0.84545], [-0.80273, 0.14349, -1.14274]], "forces_ev_per_angstrom": [[0.385, -1.014, -0.306], [-1.255, 3.769, 0.877], [0.041, 0.201, -0.603], [0.305, -3.864, -1.665], [0.592, 0.812, 1.716], [-0.072, 0.225, 0.017], [-0.084, 0.188, 0.016], [-0.075, 0.191, 0.030], [0.169, -0.166, -0.172], [0.011, -0.267, -0.203], [-0.334, -0.125, 0.107], [0.318, 0.050, 0.185]]}